Entry 1:
60
Properties=species:S:1:pos:R:3:forces:R:3 method="wB97M-V/def2-TZVPD" gap_ev=9.6 energy_ha=-1318.39277 smiles="CC[C@@H]1CC[C@@](O)(C(=O)NCCN(C(=O)c2ccnc3c2ncn3C)C(C)C)C1" lumo_ev=0.513 e_above_lowest_ev=0.107 largest_force_ev_per_a=0.31
C 4.312 1.866 -1.132 0.00 0.00 0.00
C 2.505 2.924 -2.395 0.00 0.00 0.00
N -3.192 -4.193 4.031 0.00 0.00 0.00
C -2.394 -0.421 1.243 0.00 0.00 0.00
H 3.191 6.098 -1.265 0.00 0.00 0.00
H 1.550 1.977 -0.076 0.00 0.00 0.00
C -2.910 -2.455 2.695 0.00 0.00 0.00
C 0.503 0.164 0.339 0.00 0.00 0.00
H -2.562 -2.788 0.272 0.00 0.00 0.00
C -3.329 -1.329 1.993 0.00 -0.01 0.00
H 0.278 0.606 1.308 0.00 0.00 0.00
H 4.042 6.738 -3.514 0.00 0.00 0.00
H -2.998 -5.922 5.154 0.00 0.00 0.00
C 3.141 5.381 -2.090 0.14 0.11 0.25
H 0.128 -2.489 -1.145 0.00 0.00 0.00
H -2.818 -3.136 -2.144 0.00 0.00 0.00
C 4.629 3.331 -1.418 0.02 0.06 0.15
H -4.608 -5.668 4.448 0.00 0.00 0.00
O -2.279 0.739 1.618 0.00 0.00 0.00
C -0.589 -3.003 -0.500 0.00 0.00 0.00
H 5.259 3.792 -0.655 0.00 0.00 0.00
C -4.670 -1.000 2.119 0.00 0.00 0.00
C 2.146 0.569 -1.419 0.00 0.00 0.00
H 2.152 5.513 -2.539 0.00 0.00 0.00
C -3.869 -3.147 3.447 0.00 0.01 0.00
H -1.265 0.977 -0.580 0.00 0.00 0.00
H 4.012 1.752 -0.087 0.00 0.00 0.00
C 3.125 1.543 -2.076 0.00 0.00 0.00
H -6.576 -1.514 2.970 0.00 0.00 0.00
O 3.580 0.942 -3.269 0.00 0.00 0.00
H -1.995 -1.621 -2.491 0.00 0.00 0.00
N -1.675 -3.068 2.815 0.00 0.00 0.00
C -5.530 -1.785 2.894 0.00 0.00 0.01
N -5.156 -2.866 3.573 0.00 0.00 0.00
C -0.786 0.004 -0.465 0.00 0.00 0.00
C 4.223 5.745 -3.101 -0.10 -0.06 -0.12
H -4.098 -4.711 5.846 0.00 0.00 0.00
H -0.156 -3.124 0.492 0.00 0.00 0.00
H 2.790 3.956 -0.521 0.00 0.00 0.00
O 2.029 -0.573 -1.848 0.00 0.00 0.00
H -1.149 -4.785 3.930 0.00 0.00 0.00
H -0.541 -0.384 -1.451 0.00 0.00 0.00
H 0.958 -0.813 0.497 0.00 0.00 0.00
C -1.907 -2.244 -0.405 0.00 0.00 -0.01
H 3.281 0.018 -3.223 0.00 0.00 0.00
H 5.146 3.411 -2.376 0.00 0.00 0.00
H 4.252 5.043 -3.937 0.00 0.00 0.00
N 1.453 1.015 -0.353 0.00 0.00 0.00
H 5.133 1.179 -1.327 0.00 0.00 0.00
H 1.421 2.951 -2.276 0.00 0.00 0.00
H 5.210 5.753 -2.639 0.00 0.00 0.00
C 3.236 3.958 -1.524 -0.06 -0.12 -0.28
H -3.557 -1.604 -1.659 0.00 0.00 0.00
C -2.612 -2.139 -1.755 0.00 0.00 0.00
H -5.053 -0.118 1.625 0.00 0.00 0.00
H -0.767 -3.993 -0.923 0.00 0.00 0.00
N -1.708 -0.914 0.186 0.00 0.01 0.00
H 2.721 3.118 -3.448 0.00 0.00 0.00
C -1.899 -4.076 3.610 0.00 0.00 0.00
C -3.759 -5.180 4.923 0.00 0.00 0.00

=====

Entry 2:
20
Properties=species:S:1:pos:R:3:forces:R:3 method="wB97M-V/def2-TZVPD" gap_ev="6.7 / 6.7" energy_ha=-978.30019 lumo_ev="0.371 / 0.371" e_above_lowest_ev=0.000 largest_force_ev_per_a=4.01
C 1.108 1.306 -0.961 0.04 0.12 -0.06
C 1.544 -0.042 -0.489 0.50 -0.59 0.03
H -3.444 0.038 1.198 0.01 0.04 -0.08
H 2.749 -1.420 1.524 0.03 -0.14 0.18
O -1.935 1.037 0.194 1.29 -0.63 -0.17
H 0.566 1.091 1.159 -0.07 -0.02 0.01
H -3.869 1.529 0.303 0.02 -0.13 0.01
C -3.281 0.613 0.283 -0.58 -0.24 0.00
Si 3.101 -0.436 0.499 -0.66 0.08 -0.44
H 3.583 0.795 1.134 0.10 0.23 0.11
O -1.322 -1.128 -0.039 -0.33 3.99 0.22
C -0.971 0.097 0.067 -1.22 -0.85 0.09
P -0.546 -2.608 -0.171 1.26 -1.42 -0.06
H 1.242 -0.856 -1.144 -0.01 0.00 0.01
H 4.108 -0.984 -0.411 0.26 -0.05 -0.09
H 0.608 1.383 -1.914 -0.11 -0.09 -0.06
H -3.563 0.004 -0.578 0.04 0.06 0.07
H -1.796 -3.218 -0.119 -0.39 -0.40 -0.04
H 1.722 2.161 -0.721 -0.01 0.11 0.11
C 0.394 0.636 0.186 -0.17 -0.07 0.17

=====

Entry 3:
80
Properties=species:S:1:pos:R:3:forces:R:3 method="wB97M-V/def2-TZVPD" gap_ev="4.9 / 4.9" energy_ha=-3105.19524 lumo_ev="-4.191 / -4.191" total_charge=+1 e_above_lowest_ev=6.733 largest_force_ev_per_a=3.79
H 6.375 1.586 -2.518 0.33 0.00 0.11
O 2.389 -1.407 1.102 -1.01 -2.69 -0.75
H 3.156 -1.017 -4.668 -0.19 0.16 0.65
H 1.812 -2.987 -3.031 0.14 -0.01 0.02
N 2.593 0.987 -2.258 -0.34 0.15 -0.58
C 0.337 -1.500 -3.215 3.12 -0.82 -1.99
C 0.577 2.560 4.131 0.45 -1.29 -1.58
C 0.072 -4.105 -0.697 -0.25 -1.51 1.10
H 6.220 1.330 4.757 -0.38 0.45 -0.08
C -3.097 2.663 3.461 1.62 0.44 0.74
H 5.372 -0.567 -3.328 0.01 0.20 -0.09
S -6.129 -0.634 -1.228 -1.10 -0.16 1.04
C 4.202 1.532 3.845 -1.15 -0.18 0.74
S 3.270 3.347 5.449 0.30 -0.85 -0.54
C -8.184 -0.036 0.221 -0.73 -0.30 -0.14
C -7.849 -0.764 -0.878 1.52 0.74 -0.01
H 2.986 -2.516 -1.163 -0.43 -0.33 0.22
C 1.281 -0.548 -3.933 0.02 -1.62 1.52
H 1.884 1.402 -4.398 0.06 0.51 -0.32
H 0.199 -3.689 -3.056 0.21 0.88 0.30
C -0.679 2.298 3.551 -0.50 -0.93 -0.86
C -1.766 -0.292 -3.636 0.00 1.74 -0.88
C -5.865 0.268 0.242 -1.62 0.64 -0.82
N -2.173 0.237 0.793 0.39 -0.93 -0.20
C 1.709 1.904 3.615 -1.91 0.18 -0.85
C -0.218 1.402 -4.528 2.63 -0.17 -0.40
C -2.070 0.997 1.891 -1.42 2.44 0.61
C 4.915 2.854 5.639 -0.68 -0.75 -0.77
H -1.047 -4.809 1.086 0.03 0.58 -0.94
C -0.959 -3.892 0.444 0.42 -0.85 0.48
Bi -0.010 -0.855 -0.007 0.15 -0.59 -0.92
H -9.212 -0.004 0.590 0.40 0.12 -0.12
H -7.172 1.177 1.740 -0.12 0.13 0.28
C 3.100 2.149 -1.847 1.73 -0.63 0.82
C 0.991 0.829 -4.280 -2.10 2.04 -0.68
O 0.601 -1.532 -4.649 -0.28 -0.73 -0.25
H 2.355 0.435 2.077 0.13 0.09 0.04
H 0.296 -3.216 1.821 0.12 0.23 -0.13
H -8.484 -1.307 -1.533 -0.33 -0.33 -0.37
H -1.793 3.705 4.806 0.07 -0.01 0.15
C 3.362 0.153 -2.961 0.22 -0.41 -0.11
H 2.407 2.834 -1.385 -0.08 0.10 0.15
H 0.680 3.262 4.942 -0.13 0.09 0.12
H -5.374 2.061 2.133 0.21 0.00 -0.12
C 4.483 2.426 -1.892 -0.68 -0.50 -0.28
C -3.349 0.051 0.219 -0.74 0.14 -0.35
H 2.542 -4.225 -0.702 0.19 0.57 0.20
C 2.991 2.178 4.161 3.13 -0.16 0.35
O 2.151 -3.646 1.751 0.14 2.74 -1.72
H -0.458 -4.507 -1.563 -0.04 -0.08 0.36
H -2.286 1.299 -4.951 -0.28 -0.25 0.15
C 1.532 0.989 2.502 -0.59 0.75 0.99
C -0.786 1.312 2.467 0.80 1.11 1.41
C 5.314 1.435 -2.464 -0.90 -0.10 0.77
O -1.434 -1.554 -1.706 0.04 -0.42 1.17
N 0.879 -2.962 -1.119 0.51 0.11 -0.15
C -4.491 1.566 1.746 1.46 -0.48 -0.18
N -0.909 -1.091 -2.905 -2.51 1.37 0.92
C 5.262 1.863 4.742 -0.12 0.36 0.13
H 4.866 3.330 -1.405 -0.06 -0.32 -0.60
C -3.245 1.747 2.360 1.41 -0.36 0.42
N 2.683 -0.780 -3.788 1.27 -0.06 0.54
H 4.264 0.713 3.104 0.03 0.68 0.52
C -4.537 0.695 0.670 -0.44 -0.63 0.60
C 2.296 -3.156 -0.577 0.04 0.55 -1.08
H -2.792 -0.549 -3.441 -0.35 -0.23 -0.12
C -1.863 2.965 4.025 -1.46 -1.09 -1.36
C -1.485 0.801 -4.425 -1.39 -2.18 1.54
H -3.969 3.161 3.870 -0.06 -0.06 -0.25
C -7.095 0.597 0.843 1.86 -0.98 -0.67
C 4.768 0.233 -2.914 -0.41 0.77 -0.54
H -0.251 2.417 -4.908 0.35 0.02 0.07
H 5.465 3.262 6.463 0.30 0.11 0.02
C 2.329 -2.705 0.892 -0.42 -0.65 1.76
H 0.770 -4.879 -0.308 -0.48 0.32 -0.42
O -0.515 -2.871 1.363 -0.06 1.15 -0.54
C 0.811 -2.862 -2.631 0.26 0.85 0.23
N 0.348 0.718 1.975 -0.63 0.31 0.79
H -3.399 -0.623 -0.657 0.26 0.39 0.62
H -1.948 -3.645 0.064 0.07 0.38 0.11